No. 1
ORCA calculation (wB97M-V/def2-TZVPD) on C6H13NO2 in the gas phase in a non-equilibrium geometry.

Last column: Löwdin charge in e.
Atoms and positions in Å:
O1 -1.6324 -2.1506 1.2980  0.104
O2 -0.1886 -2.6547 -0.3270  0.082
N1 -2.4285 0.2180 0.0229  0.044
C1 0.3910 0.4716 1.3418  -0.051
C2 -0.9511 -1.8458 0.1992  -0.487
C3 2.3643 1.0365 -0.9387  -0.114
C4 1.1901 0.0941 -1.0270  -0.240
C5 -0.0119 0.4732 -0.1383  -0.328
C6 -1.2333 -0.4223 -0.4061  -0.305
H1 -0.4654 0.7801 1.9297  0.068
H2 2.7444 1.0191 0.0845  0.061
H3 -2.4232 0.7813 0.8574  0.081
H4 -2.1466 -1.2773 1.4340  0.127
H5 2.0630 2.0886 -1.0814  0.080
H6 -0.2781 1.5140 -0.4315  0.150
H7 3.2406 0.8540 -1.5800  0.079
H8 0.9479 -0.0525 -2.0784  0.113
H9 -3.2947 -0.2994 -0.1062  0.102
H10 0.7478 -0.5029 1.7063  0.103
H11 1.5195 -0.8964 -0.7526  0.101
H12 -1.2619 -0.4958 -1.5136  0.158
H13 1.1070 1.2671 1.5071  0.073

Forces on the atoms, in the same order (eV/Å):
O -1.1 2.3 0.3
O -1.3 1.6 1.0
N -1.1 -0.2 0.4
C -0.4 0.3 -0.3
C 1.4 -1.4 -2.2
C 0.4 1.1 0.9
C 0.2 -0.7 -0.4
C 0.8 0.4 -0.4
C 1.2 -0.3 -0.8
H -0.3 -0.1 0.4
H 0.2 0.0 0.0
H 0.1 0.0 0.0
H 0.5 -1.8 0.2
H 0.0 -0.3 -0.2
H -0.2 -0.6 0.3
H -0.6 -0.3 0.0
H -0.6 0.3 -0.1
H 0.3 0.3 0.0
H 0.0 0.3 -0.2
H 0.2 -0.4 0.3
H -0.1 -0.5 0.6
H 0.4 -0.2 0.2

Computed properties:
ΔE to the lowest compared entry with this formula, charge and spin in eV: 0.607
Total charge: 0
SMILES: CC[C@H](C)[C@H](N)C(=O)O
Strongest force on any atom in eV/A: 2.89
Highest occupied orbital energy in eV: -9.554
Lowest unoccupied orbital energy in eV: 0.608
Orbital gap in eV: 10.16

No. 2
ORCA calculation (wB97M-V/def2-TZVPD) on 2 unconnected molecules or ions with the total composition C6H13NO2 in a non-equilibrium geometry.

Last column: Löwdin charge in e.
Atoms and positions in Å:
O1 -2.0392 0.8359 -1.2235  -0.089
O2 2.4263 0.2070 0.3215  -0.104
N1 0.0329 1.5414 -0.4612  0.146
C1 -0.2264 -1.6115 1.6139  0.008
C2 2.1366 -0.9964 1.0222  -0.265
C3 -0.6913 0.7487 -1.1732  -0.511
C4 0.8444 -0.8167 1.7449  -0.168
C5 -0.1565 -0.3842 -1.9900  -0.008
C6 -2.6455 1.7732 -0.3265  -0.078
H1 -0.2286 -2.4669 0.9465  0.057
H2 -2.7210 1.3247 0.6691  0.087
H3 0.7801 0.0408 2.4116  0.109
H4 3.3960 0.2842 0.2981  0.103
H5 -3.6543 1.9824 -0.6916  0.084
H6 -2.1000 2.7208 -0.2816  0.078
H7 -1.1404 -1.4000 2.1610  0.056
H8 2.9367 -1.1965 1.7414  0.119
H9 1.0194 1.2295 -0.4904  0.028
H10 2.0975 -1.8122 0.2948  0.114
H11 -0.8800 -0.6812 -2.7547  0.082
H12 0.0444 -1.2416 -1.3449  0.066
H13 0.7688 -0.0815 -2.4872  0.087

Forces on the atoms, in the same order (eV/Å):
O 0.0 0.2 0.0
O 1.3 0.2 0.0
N -0.8 -1.0 -0.8
C 0.7 0.6 0.1
C -0.1 -0.1 0.0
C 1.3 1.1 1.1
C -1.0 -0.6 0.0
C -0.2 -0.1 -0.5
C -0.2 0.2 0.0
H 0.0 0.0 0.0
H 0.2 0.2 -0.1
H 0.1 0.0 -0.1
H -0.6 0.2 -0.2
H 0.2 -0.3 -0.1
H 0.1 -0.3 0.0
H 0.1 -0.1 -0.1
H 0.0 -0.1 0.0
H -0.8 0.4 -0.1
H -0.1 -0.2 0.2
H 0.1 0.0 0.1
H 0.0 0.0 0.0
H -0.1 -0.1 0.2

Computed properties:
ΔE to the lowest compared entry with this formula, charge and spin in eV: 2.268
Total charge: 0
SMILES: [H]/N=C(\C)OC.C=CCO
Strongest force on any atom in eV/A: 2.02
Highest occupied orbital energy in eV: -9.233
Lowest unoccupied orbital energy in eV: 0.684
Orbital gap in eV: 9.92

No. 3
ORCA calculation (wB97M-V/def2-TZVPD) on a molecular structure, C6H13NO2 in a non-equilibrium geometry.

Last column: Löwdin charge in e.
Atoms and positions in Å:
O1 1.7486 0.3752 -1.5405  0.040
O2 1.2195 -1.5104 -0.4164  0.000
N1 -0.8356 -3.2718 -0.9636  0.144
C1 -1.5368 -2.4472 -0.5480  -0.282
C2 0.0953 0.6937 0.5500  -0.335
C3 0.7872 -0.3447 -0.9129  -0.441
C4 -0.3020 2.0349 -0.0606  -0.102
C5 -2.1724 -1.2911 -0.0403  -0.078
C6 1.3647 0.8217 1.4008  -0.103
H1 0.7655 -2.2897 -0.8583  0.076
H2 -0.4752 2.7808 0.7159  0.077
H3 -0.0892 -0.3866 -1.5620  0.134
H4 -0.6489 0.4414 1.3147  0.105
H5 0.4782 2.4132 -0.7179  0.074
H6 -2.4849 -1.4233 0.9959  0.085
H7 2.5781 0.2805 -1.0501  0.114
H8 -3.0491 -1.0229 -0.6313  0.084
H9 1.6984 -0.1593 1.7379  0.076
H10 -1.2733 -0.3568 0.0901  0.110
H11 -1.2141 1.9400 -0.6508  0.072
H12 2.1749 1.3040 0.8543  0.072
H13 1.1710 1.4181 2.2927  0.077

Forces on the atoms, in the same order (eV/Å):
O 0.5 0.5 0.0
O 0.1 -1.8 -0.2
N -1.0 0.4 0.3
C 1.5 -1.4 -0.7
C 2.8 0.6 -1.2
C -2.8 1.6 2.0
C 0.0 -0.3 0.1
C 1.1 2.9 1.0
C -0.2 0.0 0.0
H 0.6 1.0 0.7
H -0.1 0.1 0.0
H 0.2 -0.2 -0.2
H -0.1 -0.7 -0.6
H 0.1 0.0 0.0
H -0.1 -0.2 0.0
H -0.1 -0.1 -0.1
H 0.2 0.2 0.0
H 0.1 -0.1 0.0
H -2.8 -2.9 -0.9
H -0.1 0.1 -0.1
H 0.1 0.1 0.0
H 0.0 0.1 0.0

Computed properties:
ΔE to the lowest compared entry with this formula, charge and spin in eV: 3.452
Total charge: 0
Strongest force on any atom in eV/A: 4.16
Highest occupied orbital energy in eV: -9.124
Lowest unoccupied orbital energy in eV: 0.790
Orbital gap in eV: 9.91

No. 4
ORCA calculation (wB97M-V/def2-TZVPD) on a molecular structure, C6H13NO3 in a non-equilibrium geometry.

Last column: Löwdin charge in e.
Atoms and positions in Å:
O1 -2.2778 0.2653 1.2916  -0.044
O2 2.7271 2.3737 -0.2363  0.052
O3 3.0611 0.0878 -1.2481  -0.159
N1 0.8506 0.1267 0.2035  -0.149
C1 -2.9780 0.2829 0.0544  -0.108
C2 -1.5568 0.6209 0.1160  -0.270
C3 2.1808 1.5251 -0.9058  -0.211
C4 -0.7346 -1.7762 -0.1820  -0.053
C5 0.9432 0.0388 1.6561  -0.102
C6 -0.4390 -0.2866 -0.3642  -0.373
H1 0.2647 0.7533 2.1436  0.088
H2 -3.2958 -0.6964 -0.3115  0.111
H3 1.5405 1.7367 -1.7804  0.130
H4 2.9473 -0.0802 -2.1908  0.046
H5 -1.5235 -2.1055 -0.8704  0.078
H6 0.7337 -0.9767 2.0282  0.084
H7 -3.7097 1.0878 -0.0566  0.114
H8 -0.3573 -0.0887 -1.4453  0.141
H9 0.1655 -2.3611 -0.4135  0.083
H10 -1.0482 -2.0090 0.8442  0.084
H11 -1.2965 1.6838 0.0773  0.151
H12 1.9543 0.3342 1.9634  0.086
H13 1.8482 -0.5365 -0.3734  0.223

Forces on the atoms, in the same order (eV/Å):
O 0.0 0.0 0.1
O -1.6 -2.9 -1.3
O -1.4 2.1 0.9
N 3.3 -2.0 -2.0
C -0.3 -0.1 -0.2
C 0.3 0.3 0.0
C 2.8 1.0 0.4
C -0.1 -0.2 0.0
C 0.2 0.3 0.2
C 0.2 0.0 -0.3
H 0.0 -0.3 -0.2
H 0.1 0.2 0.1
H -0.2 -0.6 0.5
H -0.1 0.1 -0.1
H 0.1 0.1 0.2
H 0.1 0.3 0.0
H 0.2 -0.2 0.0
H 0.0 -0.1 0.1
H -0.2 0.2 0.1
H 0.1 0.1 -0.3
H 0.0 -0.2 0.0
H -0.2 -0.2 -0.1
H -3.3 2.2 1.9

Computed properties:
ΔE to the lowest compared entry with this formula, charge and spin in eV: 5.259
Total charge: 0
Strongest force on any atom in eV/A: 4.44
Highest occupied orbital energy in eV: -9.100
Lowest unoccupied orbital energy in eV: 0.613
Orbital gap in eV: 9.71

No. 5
ORCA calculation (wB97M-V/def2-TZVPD) on C6H13NO4 in the gas phase in a non-equilibrium geometry.

Last column: Löwdin charge in e.
Atoms and positions in Å:
O1 -3.2171 -0.3520 -0.1143  -0.079
O2 0.1254 2.3143 0.0508  -0.076
O3 2.3361 1.1468 -0.1132  -0.022
O4 2.3834 -1.3182 0.5633  -0.009
N1 -0.7406 -1.2089 0.7636  -0.043
C1 1.4226 -0.9465 -0.5170  -0.347
C2 -2.1067 0.4892 -0.3693  -0.238
C3 0.1294 -1.6091 -0.4230  -0.164
C4 0.2347 0.9548 0.4905  -0.305
C5 1.2458 0.4533 -0.5974  -0.348
C6 -1.0600 0.1762 0.6665  -0.369
H1 -1.6718 0.5647 -1.4877  0.167
H2 1.9483 1.9553 0.2722  0.099
H3 1.7831 -1.5034 -1.5244  0.194
H4 0.8587 0.8352 1.5650  0.212
H5 -2.5152 1.4495 -0.3057  0.094
H6 -0.0136 -2.7787 -0.4307  0.165
H7 -1.2625 0.2221 1.8184  0.185
H8 0.9820 0.8015 -1.6095  0.174
H9 3.0838 -0.7079 0.4562  0.054
H10 -0.5223 -1.0568 -1.2279  0.139
H11 -0.6433 2.7223 0.7385  0.216
H12 -2.9051 -1.3418 -0.1318  0.141
H13 0.1252 -1.2618 1.4668  0.160

Forces on the atoms, in the same order (eV/Å):
O 0.7 -2.8 -1.1
O -4.1 1.6 4.0
O 2.5 1.2 -0.5
O -3.0 -0.9 -1.1
N 4.8 -2.3 0.4
C 3.8 -5.8 -1.5
C 0.1 -1.1 -1.2
C -5.4 -1.2 -0.2
C 1.0 -0.7 0.7
C -1.6 3.3 1.4
C 1.2 1.3 2.9
H -0.8 -0.9 2.2
H 0.8 -0.1 -0.4
H 0.1 1.8 1.8
H -1.6 0.4 -2.7
H -0.4 1.7 0.6
H 1.1 2.4 -0.6
H -1.2 1.5 -2.1
H -0.3 -0.2 0.3
H 1.2 1.2 0.0
H 1.5 -1.9 0.4
H 3.2 -1.2 -2.9
H -0.7 2.8 0.2
H -2.9 0.1 -0.7

Computed properties:
ΔE to the lowest compared entry with this formula, charge and spin in eV: 4.244
Total charge: 0
SMILES: OC[C@H]1NC[C@H](O)[C@H](O)[C@H]1O
Strongest force on any atom in eV/A: 7.10
Highest occupied orbital energy in eV: -9.490
Lowest unoccupied orbital energy in eV: 0.414
Orbital gap in eV: 9.90

- What is the formula in the fourth record?
  C6H13NO3

- Number 4 is which compound?
  C6H13NO3